This record from the OMol25 dataset describes a cluster of 4 separate species, C24H58N2 in total. The level of theory is ωB97M-V/def2-TZVPD.

The geometry in XYZ format:
```
84
Properties=species:S:1:pos:R:3:forces:R:3
C 0.040597 -1.319560 4.744663 8.63 6.72 0.45
C 1.041347 -2.194790 4.027628 -0.70 3.76 -4.02
N 0.353759 -2.870992 2.908877 0.07 1.64 -1.95
C 0.259127 -2.038166 1.625210 1.64 -0.05 3.59
C 1.517966 -1.952798 0.835950 -1.42 0.89 -5.40
C 0.904115 -4.143512 2.687716 0.26 -4.21 1.67
C 0.245178 -5.121314 3.809071 -2.15 -2.34 -12.59
H -0.042929 -0.314341 4.197095 -0.17 -1.34 0.98
H 0.216709 -1.104722 5.865830 0.76 -0.01 -1.68
H -0.773057 -1.720451 4.837685 -9.16 -4.61 0.03
H 1.277403 -2.949530 4.617161 1.91 -3.12 2.87
H 1.965327 -1.619902 3.576202 -1.40 -0.98 1.38
H -0.098838 -1.084474 1.955775 0.62 1.14 0.67
H -0.559689 -2.191863 1.024605 -1.95 -1.92 -1.50
H 2.442528 -1.926318 1.333099 1.03 0.71 0.97
H 1.271114 -0.949318 0.091449 1.43 -2.65 1.94
H 1.677264 -2.837595 0.055723 -0.68 1.65 1.61
H 2.018267 -4.467351 2.842577 -1.23 1.67 -0.90
H 0.471971 -4.627957 1.827351 0.52 0.42 -1.03
H -0.725896 -5.074795 3.461474 -2.59 0.49 0.33
H 0.441605 -4.650199 4.519088 2.72 5.72 12.14
H 0.468897 -6.059714 3.529788 1.83 -3.49 0.37
C -4.243818 -1.522206 -1.196536 0.13 -1.44 -1.30
C -3.198712 -0.395216 -1.315469 0.57 -5.13 -3.77
N -2.621450 -0.307720 -2.689362 -2.43 -0.51 -0.71
C -3.565974 0.383074 -3.657235 7.28 0.84 -0.44
C -3.351742 1.828751 -3.455375 -2.80 1.86 4.36
C -1.210325 -0.193272 -2.824972 0.21 2.05 0.08
C -0.601102 -1.580724 -2.636242 4.01 1.58 -6.72
H -5.050249 -1.293110 -1.831820 -1.37 0.26 -0.91
H -4.707578 -1.783790 -0.259324 0.26 0.66 0.88
H -3.894337 -2.516663 -1.572215 0.28 0.90 0.13
H -2.496084 -0.854707 -0.735542 2.67 0.19 2.00
H -3.639660 0.422686 -1.005640 -1.57 4.55 1.95
H -4.363973 -0.147830 -3.475081 -5.28 -1.36 0.99
H -3.361614 0.242283 -4.717745 0.65 -1.03 -0.11
H -2.321798 2.246536 -3.314271 -0.84 -0.73 -0.96
H -3.805219 1.976197 -2.350659 0.98 0.29 -2.05
H -4.062473 2.404065 -4.038932 0.50 0.60 -0.46
H -0.869799 0.668483 -2.143393 0.37 -1.73 0.43
H -0.936549 0.450435 -3.706973 -0.39 -1.70 -0.23
H 0.514443 -1.645764 -2.746128 -0.61 0.70 0.53
H -0.811394 -2.486867 -3.275230 -0.84 1.64 -0.69
H -0.829934 -2.010152 -1.826556 -1.72 -2.45 7.10
C -0.127888 3.559202 -0.734157 -0.09 -1.54 -1.49
C -0.379081 2.675943 0.425269 1.07 -0.93 1.35
C -1.700724 2.903680 1.032193 -3.66 2.34 -1.74
C -2.051976 2.151074 2.266406 -0.10 -2.77 -0.61
C -3.412342 2.532954 2.819420 -2.53 -1.77 -0.27
C -3.810483 1.897148 4.158933 10.71 1.86 -3.02
H -0.276294 4.521144 -0.392780 0.09 2.37 0.83
H -0.897968 3.487506 -1.509524 0.39 -0.48 -0.33
H 0.899387 3.450242 -1.075096 -0.16 0.05 -0.53
H 0.506062 2.830474 1.071918 -0.66 0.19 0.53
H -0.392679 1.599099 0.358342 0.56 -0.66 -1.25
H -2.543702 2.523866 0.209830 2.00 1.28 1.68
H -1.890390 4.065486 1.166552 0.20 -2.11 -0.14
H -1.240935 2.277268 2.979306 -0.12 -0.04 0.53
H -2.044937 1.017842 1.933873 0.03 1.83 0.95
H -4.295841 2.326957 2.083421 1.77 0.38 0.81
H -3.393886 3.557410 2.989584 -0.08 2.14 0.05
H -4.423670 2.174362 4.785304 -7.04 5.19 5.28
H -2.829593 2.135702 4.916025 -2.09 -1.66 -1.96
H -4.175629 0.990276 4.161005 -0.29 -5.80 -0.74
C 6.464070 0.059366 -0.053043 1.56 -1.23 1.01
C 4.975307 0.058395 -0.467401 -0.53 2.29 4.58
C 4.820112 0.830291 -1.729398 0.27 -0.82 -3.37
C 3.327071 0.851242 -2.287889 2.72 -1.21 -2.53
C 3.261902 1.379378 -3.776226 0.66 -5.08 0.47
C 1.910028 1.283805 -4.459549 -0.56 1.97 0.77
H 6.657532 -0.200522 1.099774 -0.57 -0.31 -2.63
H 6.843371 1.140904 0.021929 -0.36 -1.54 -1.05
H 7.066622 -0.675484 -0.815211 -0.92 2.07 2.10
H 4.571860 0.734563 0.423883 0.07 -1.20 -1.61
H 4.360588 -0.894352 -0.306364 1.22 1.09 -0.92
H 5.569498 0.290119 -2.417062 -1.51 0.14 0.04
H 5.321039 1.825798 -1.893265 -0.80 -0.45 1.40
H 2.814040 1.574542 -1.715014 -1.26 0.06 1.11
H 3.001748 -0.250747 -2.343339 -0.23 1.84 0.67
H 4.033416 0.685214 -4.435855 -1.84 1.79 1.53
H 3.494538 2.319617 -3.932994 2.29 4.79 0.16
H 2.074820 1.580460 -5.454438 -0.01 1.17 -1.42
H 0.931273 1.766724 -4.096288 1.79 -1.05 0.02
H 2.000305 0.298221 -4.607393 -2.02 -4.30 -0.29
```
Forces are in eV/Å.

Calculated values
energy above the lowest of the compared OMol25 structures with the same formula, charge and spin: 528.2 kJ/mol
gap between HOMO and LUMO: 0.31773 hartree

***

This record from the OMol25 dataset describes a structure of composition C24H58P2Si4TeZr. The level of theory is ωB97M-V/def2-TZVPD.

The geometry in XYZ format:
```
90
Properties=species:S:1:pos:R:3:forces:R:3
P 0.382775 2.131549 -1.363338 0.93 0.75 -1.28
P 1.266920 -0.874336 -1.899170 1.08 0.16 -1.75
C 1.584097 1.813326 -2.735686 0.23 0.01 0.07
C 1.494523 0.377983 -3.288609 -0.45 -0.14 0.27
H 2.598655 2.013629 -2.334144 -0.47 -0.05 -0.27
H 1.374455 2.543262 -3.540787 0.36 -0.24 0.37
H 0.633162 0.262545 -3.977624 0.41 0.13 0.25
H 2.413181 0.127906 -3.852965 -0.50 0.06 0.17
C 3.004739 -1.267522 -1.540198 0.12 -0.14 0.67
H 3.027078 -2.130389 -0.864350 0.14 0.21 -0.03
H 3.509118 -0.421344 -1.059208 -0.10 -0.20 -0.05
H 3.543783 -1.528440 -2.463254 -0.37 0.12 0.18
C 0.690369 -2.358992 -2.780091 -0.13 -0.11 0.23
H 1.340124 -2.578915 -3.635915 -0.16 0.08 0.16
H -0.341926 -2.217993 -3.122878 0.18 -0.14 -0.03
H 0.718693 -3.195172 -2.071576 -0.07 0.05 -0.22
C 0.964532 3.632942 -0.575893 0.19 0.12 0.39
H 0.195410 3.995389 0.111972 0.20 0.04 -0.05
H 1.155230 4.383945 -1.351293 -0.01 -0.11 0.17
H 1.887002 3.428245 -0.020843 -0.19 0.14 -0.07
C -1.064246 2.729305 -2.306251 -0.36 -0.17 0.38
H -1.548500 1.925844 -2.877770 0.07 0.23 -0.08
H -0.715999 3.516647 -2.983881 -0.19 -0.16 0.03
H -1.791370 3.146699 -1.598159 0.02 0.00 -0.25
Zr -0.711026 0.027090 -0.361245 -1.02 -1.09 2.59
C 3.316369 0.787069 -6.847949 -0.08 -0.23 0.22
C 4.325539 0.765096 -5.973445 0.03 -0.08 -0.23
C 5.369392 1.829632 -5.760416 0.01 0.24 0.10
C 4.998343 3.263696 -6.211907 0.56 0.04 0.03
C 3.754611 3.829358 -5.576709 -0.48 0.02 0.18
C 2.481093 3.685489 -5.969358 0.51 0.20 0.01
C 1.985591 2.965699 -7.193439 -0.03 -0.23 -0.13
C 2.925482 1.892803 -7.796010 -0.33 0.08 -0.39
C -1.068702 1.409392 1.334679 -0.23 -0.10 -0.51
H 2.690923 -0.111458 -6.928533 0.20 0.25 0.15
H 4.493833 -0.156490 -5.399922 -0.12 0.25 -0.20
H 6.294471 1.536785 -6.287533 -0.27 0.04 0.19
H 5.635348 1.856749 -4.691963 -0.05 -0.03 -0.20
H 5.834672 3.911503 -5.904909 -0.20 -0.20 -0.20
H 4.969729 3.301529 -7.305466 0.04 0.18 0.44
H 3.947244 4.453868 -4.696908 -0.16 -0.21 -0.18
H 1.706762 4.220929 -5.407380 0.23 -0.10 -0.09
H 1.769331 3.707808 -7.982000 0.01 -0.20 0.25
H 1.018458 2.493202 -6.959490 0.15 0.10 -0.04
H 2.370920 1.422904 -8.623295 0.22 0.20 0.16
H 3.791436 2.385250 -8.249710 -0.32 -0.35 0.07
H -2.016199 0.943879 1.700716 0.48 -0.06 -0.38
H -1.323175 2.442251 1.084111 -0.03 0.12 -0.10
H -0.417181 1.433826 2.208308 0.16 -0.07 -0.26
C -4.684643 -1.987929 1.711568 -0.18 -0.16 0.05
Si -3.588926 -2.952316 2.907021 -0.10 -0.39 -0.25
C -4.602626 -3.450621 4.422020 0.08 0.11 -0.01
C -2.975310 -4.511780 2.044901 -0.19 0.03 0.00
Si -1.720704 -1.631914 3.449008 -0.79 -0.17 0.94
Te -0.035412 -1.894143 1.487702 -0.04 0.71 -0.87
Si -2.649374 0.335094 4.495204 0.09 1.06 0.07
C -3.644140 -0.091485 6.049032 0.06 -0.37 -0.06
C -1.275964 1.530741 5.020462 -0.07 0.00 0.03
C -3.855925 1.310572 3.397928 -0.04 -0.02 -0.02
Si -0.456071 -2.722935 5.121867 0.46 -0.13 0.25
C -1.403668 -3.048135 6.723065 -0.09 0.09 -0.11
C 0.169715 -4.384501 4.481003 -0.03 0.12 0.03
C 0.992773 -1.558991 5.455148 0.03 -0.22 0.09
H -5.483035 -2.662693 1.364063 0.17 0.25 -0.01
H -4.121782 -1.648239 0.831737 -0.08 -0.04 0.05
H -5.160102 -1.116341 2.177794 0.11 -0.23 -0.12
H -5.433062 -4.086036 4.074041 0.23 0.16 0.07
H -4.017901 -4.035060 5.145270 -0.14 0.15 -0.20
H -5.042032 -2.592226 4.946115 0.11 -0.24 -0.13
H -2.384232 -4.269263 1.151631 -0.12 -0.11 0.15
H -2.363876 -5.140766 2.706157 -0.17 0.15 -0.18
H -3.857733 -5.092835 1.732603 0.31 0.05 0.03
H -3.043169 -0.574257 6.828486 -0.15 0.10 -0.21
H -4.036257 0.844831 6.478416 0.20 -0.15 -0.27
H -4.509188 -0.732315 5.837081 0.22 0.14 0.07
H -0.657564 1.864010 4.178661 -0.07 -0.07 0.23
H -1.731575 2.431040 5.463150 0.08 -0.26 -0.10
H -0.614890 1.091927 5.778522 -0.15 0.11 -0.19
H -3.414280 1.689682 2.471375 -0.25 -0.01 0.22
H -4.743045 0.723011 3.134522 0.15 0.14 0.08
H -4.198918 2.196168 3.955817 0.09 -0.28 -0.03
H -2.285916 -3.683629 6.566430 0.23 0.17 0.07
H -0.724848 -3.581105 7.408361 -0.16 0.13 -0.22
H -1.723400 -2.127822 7.227412 0.10 -0.25 -0.12
H 0.778796 -4.285018 3.571819 -0.10 -0.08 0.23
H 0.792707 -4.830692 5.272835 -0.13 0.06 -0.28
H -0.659139 -5.075154 4.271799 0.23 0.15 0.07
H 1.533670 -1.320693 4.528941 -0.05 -0.05 0.21
H 0.677364 -0.616232 5.921079 0.08 -0.28 -0.10
H 1.688614 -2.065928 6.141640 -0.08 0.22 -0.18
```
Forces are in eV/Å.

Calculated values
total charge: +2
gap between HOMO and LUMO: 0.19780 hartree